(one)
Computed, not measured: an isolated molecule of C3H7NO, with wB97M-V/def2-TZVPD.

Properties
- orbital gap (eV) = 10.41
- HOMO level (hartree) = -0.3494

Last column: Löwdin charge in e.
CARTESIAN COORDINATES (ANGSTROEM)
C: 1.58392 -0.22117 0.08425  -0.1184
C: -0.99426 -0.51328 -0.00143  -0.5057
C: -1.18936 0.99351 -0.03579  -0.0247
H: 1.32665 0.83428 -0.22770  0.0769
H: 2.41615 -0.67267 -0.61772  0.1107
H: 1.94816 -0.25667 1.16223  0.0878
H: 0.40581 -1.97117 -0.16629  0.1252
H: -0.78864 1.44725 0.87118  0.0816
H: -0.87567 1.52631 -0.94161  0.0855
H: -2.27955 1.11350 -0.02789  0.0817
N: 0.35147 -0.95498 -0.17395  -0.0393
O: -1.90468 -1.32491 0.07470  0.0388



(two)
Computed, not measured: an isolated molecule of C3H7NO, with wB97M-V/def2-TZVPD.

Properties
- orbital gap (eV) = 10.13
- HOMO level (hartree) = -0.3447

Last column: Löwdin charge in e.
CARTESIAN COORDINATES (ANGSTROEM)
C: 0.64447 -0.97888 -0.30453  -0.3122
C: 0.19630 0.30382 0.44802  -0.3015
C: -1.08502 0.92469 -0.01879  -0.1612
H: -0.31789 -2.32748 0.92041  0.2219
H: 0.84901 -0.72285 -1.41793  0.1381
H: 1.77161 -1.17834 0.01952  0.1287
H: 0.65772 0.49869 1.44478  0.1378
H: -1.70053 1.58861 0.63232  0.0996
H: -1.76416 0.35487 -0.76399  0.1287
H: 0.52831 2.34734 -0.19617  0.0971
N: 0.21565 1.42506 -0.56492  -0.0193
O: 0.00452 -2.23553 -0.19871  -0.1578



Sorted by energy, starting with the most stable: (one), (two).



(one)
Computed, not measured: an isolated molecule of C5H13NS, with wB97M-V/def2-TZVPD.

Properties
- orbital gap (eV) = 9.52
- HOMO level (hartree) = -0.3160

Last column: Löwdin charge in e.
CARTESIAN COORDINATES (ANGSTROEM)
C: -2.45811 0.36593 0.00018  -0.2865
N: -1.55111 -0.66056 -0.17307  -0.0489
C: -0.19878 -0.51784 0.45834  -0.4246
C: 0.82100 0.35229 -0.32091  -0.4900
S: 2.64531 0.30881 0.25946  0.6053
C: 0.40141 -1.89118 0.42562  -0.1380
C: -2.34858 1.60703 -0.91775  -0.0567
H: -3.53940 0.19913 -0.09857  0.1106
H: -2.32268 0.73615 1.05583  0.1265
H: -1.44081 -1.00033 -1.08418  0.0951
H: -0.47854 -0.01977 1.38466  0.1316
H: 0.86284 0.30042 -1.43618  0.0831
H: 0.66946 1.46867 -0.08999  0.0566
H: 2.26329 -0.09488 1.59224  -0.0801
H: 0.22097 -2.45139 -0.47030  0.0620
H: 1.54691 -2.07187 0.42852  0.0603
H: 0.23381 -2.65566 1.27285  0.1020
H: -2.47018 1.37613 -1.86248  0.0279
H: -2.91993 2.35492 -0.73524  0.0091
H: -1.39446 2.04414 -0.76999  0.0547



(two)
Computed, not measured: an isolated molecule of C5H13NS, with wB97M-V/def2-TZVPD.

Properties
- orbital gap (eV) = 9.51
- HOMO level (hartree) = -0.3188

Last column: Löwdin charge in e.
CARTESIAN COORDINATES (ANGSTROEM)
C: 1.59883 0.97423 0.26947  -0.2717
N: 0.18803 0.68309 -0.29465  -0.0687
C: -0.72506 -0.35539 0.11333  -0.5509
C: -2.17886 0.02186 0.29258  -0.6100
S: -2.41722 1.42138 1.33834  0.7181
C: -0.67358 -1.45805 -1.01471  -0.0870
C: 2.75680 0.15586 -0.21862  -0.1252
H: 1.60660 0.95087 1.45897  0.1332
H: 1.81409 2.00295 -0.02013  0.0926
H: -0.51680 1.52465 -0.26578  0.1008
H: -0.42963 -0.79325 1.10172  0.1353
H: -2.93617 -0.77400 0.61988  0.1091
H: -2.42352 0.23570 -0.77967  0.0876
H: -2.63995 0.79798 2.53352  -0.1200
H: -0.92016 -0.83913 -1.98001  0.1012
H: -1.26108 -2.39274 -0.85829  0.0730
H: 0.25675 -1.78174 -1.54252  0.0616
H: 2.35205 -0.27825 -1.08017  0.0329
H: 2.78285 -0.75186 0.50283  0.0942
H: 3.76604 0.65584 -0.17608  0.0939



Sorted by energy, starting with the most stable: (two), (one).



(one)
Computed, not measured: a cluster of 2 separate species, C4H8O in total, with wB97M-V/def2-TZVPD.

Properties
- orbital gap (eV) = 10.55
- HOMO level (hartree) = -0.3483

Last column: Löwdin charge in e.
CARTESIAN COORDINATES (ANGSTROEM)
C: -0.99483 -0.97924 0.53637  -0.0874
C: -0.89664 0.33848 -0.20994  -0.3189
C: 0.00901 1.46977 0.17459  -0.0351
C: 0.30335 0.85615 -0.92968  -0.0548
O: 2.26307 -0.50106 -0.07523  -0.0695
H: -0.07482 -1.21524 1.08173  0.0632
H: -1.21876 -1.80540 -0.15052  0.0751
H: -1.80632 -0.93010 1.27137  0.0726
H: -1.83700 0.62334 -0.68481  0.1128
H: 1.70023 0.12202 0.40132  -0.0033
H: 0.06153 2.41676 0.68030  0.0980
H: 0.79230 0.87978 -1.88814  0.1115
H: 1.69889 -1.27525 -0.20736  0.0358



(two)
Computed, not measured: an isolated molecule of C4H8O, with wB97M-V/def2-TZVPD.

Properties
- orbital gap (eV) = 11.09
- HOMO level (hartree) = -0.3668

Last column: Löwdin charge in e.
CARTESIAN COORDINATES (ANGSTROEM)
O: 0.24875 -0.12865 -2.00429  -0.0564
C: 0.42022 0.49425 -0.73165  -0.3658
C: -0.83224 0.69840 0.16718  -0.1250
C: -0.29326 -0.34087 1.18568  -0.1642
C: 0.93815 -0.55067 0.27065  -0.1301
H: -0.57176 -0.63693 -2.03218  0.0877
H: 1.01351 1.38696 -0.94589  0.1387
H: -1.77522 0.44399 -0.32488  0.1036
H: -0.93563 1.70563 0.58546  0.1043
H: -0.90961 -1.23318 1.34057  0.0968
H: -0.09677 0.08428 2.17572  0.0981
H: 0.84834 -1.41749 -0.38310  0.1049
H: 1.94552 -0.50572 0.69673  0.1071



Sorted by energy, starting with the most stable: (two), (one).



(one)
Computed, not measured: an isolated molecule of C4H8O, with wB97M-V/def2-TZVPD.

Properties
- orbital gap (eV) = 11.37
- HOMO level (hartree) = -0.3790

Last column: Löwdin charge in e.
CARTESIAN COORDINATES (ANGSTROEM)
C: 0.91843 -1.27272 0.11480  -0.0209
C: 0.03366 -0.08284 -0.10239  -0.4978
O: -0.46511 -0.32704 -1.51389  -0.0932
C: 0.25256 1.37753 0.10448  -0.0750
C: -0.92976 0.68104 0.74449  -0.0769
H: 0.57815 -2.01434 0.85149  0.0778
H: 1.99711 -1.08474 0.20901  0.0798
H: 0.61369 -1.51050 -0.95590  0.0916
H: -1.25685 -0.89458 -1.52930  0.0982
H: 1.03782 1.76499 0.75335  0.1072
H: 0.06942 1.95704 -0.79207  0.1039
H: -0.94695 0.58168 1.82878  0.1052
H: -1.90217 0.82448 0.28716  0.1000



(two)
Computed, not measured: an isolated molecule of C4H8O, with wB97M-V/def2-TZVPD.

Properties
- orbital gap (eV) = 10.97
- HOMO level (hartree) = -0.3620

Last column: Löwdin charge in e.
CARTESIAN COORDINATES (ANGSTROEM)
C: -1.75323 0.37243 0.28833  -0.0383
C: -0.64078 -0.62688 0.41507  -0.3296
O: -0.01329 -1.30789 -0.66059  -0.0235
C: 0.80041 -0.47902 0.17486  -0.3151
C: 1.62241 0.47998 -0.64351  -0.0419
H: -1.86586 0.81242 1.28628  0.0825
H: -2.69923 -0.12635 0.05235  0.0795
H: -1.57918 1.17595 -0.42902  0.0784
H: -0.85014 -1.34507 1.21055  0.1351
H: 1.39534 -0.98220 0.94355  0.1333
H: 1.06039 0.88620 -1.48525  0.0802
H: 2.10551 1.28670 -0.08605  0.0762
H: 2.41767 -0.14627 -1.06656  0.0833



(three)
Computed, not measured: a structure of composition C4H8O, with wB97M-V/def2-TZVPD.

Properties
- orbital gap (eV) = 9.35
- HOMO level (hartree) = -0.3072

Last column: Löwdin charge in e.
CARTESIAN COORDINATES (ANGSTROEM)
C: 1.05460 0.70801 -1.21504  -0.1163
C: -0.04270 0.87985 -0.17026  -0.2877
C: -1.07188 -0.23787 -0.19889  -0.1170
C: -0.68178 -1.27697 1.23192  -0.1404
O: -1.68815 -0.32245 1.08246  -0.1388
H: 1.66775 1.61058 -1.30154  0.0698
H: 1.72196 -0.12255 -0.95390  0.0712
H: 0.61932 0.48881 -2.19510  0.0744
H: -0.66245 1.75402 -0.42318  0.1215
H: 0.36586 1.08294 0.83191  0.1084
H: -0.40845 -1.45871 0.05254  0.1225
H: -1.07517 -2.25703 1.50918  0.1210
H: 0.20405 -0.94549 1.77558  0.1116



(four)
Computed, not measured: an isolated molecule of C4H8O, with wB97M-V/def2-TZVPD.

Properties
- orbital gap (eV) = 11.09
- HOMO level (hartree) = -0.3714

Last column: Löwdin charge in e.
CARTESIAN COORDINATES (ANGSTROEM)
C: 0.65465 -0.30154 -0.50527  -0.4035
C: -0.59145 -0.71974 0.30248  -0.1919
C: -0.43258 0.57325 1.06975  -0.1939
C: 0.18872 1.12181 -0.25717  -0.1347
H: 0.70728 -1.74884 -1.76409  0.1455
H: 1.55011 -0.58404 0.14830  0.1648
H: -0.68030 -1.64644 0.92392  0.1110
H: -1.47777 -0.72582 -0.38383  0.1256
H: -1.34757 1.06565 1.61654  0.1358
H: 0.34957 0.52242 1.82063  0.0910
H: 1.01872 1.80579 -0.15868  0.1015
H: -0.64312 1.35129 -0.92205  0.1189
O: 0.70376 -0.71380 -1.89053  -0.0702



Sorted by energy, starting with the most stable: (two), (four), (one), (three).